Arrangement w

{
  "formula": "C5H40N2O14",
  "method": "wB97M-V/def2-TZVPD",
  "symbols": ["H", "H", "O", "H", "H", "O", "H", "H", "H", "O", "H", "H", "H", "H", "H", "H", "O", "H", "O", "H", "H", "H", "H", "O", "N", "H", "H", "H", "H", "O", "H", "H", "O", "H", "O", "N", "H", "C", "C", "C", "H", "H", "O", "H", "C", "H", "H", "O", "H", "H", "O", "H", "H", "H", "H", "H", "O", "C", "H", "H", "O"],
  "positions_angstrom": [[-0.46, 3.29, -2.22], [2.03, -1.04, -0.81], [2.50, -5.01, 0.02], [-2.63, -2.36, 1.45], [0.05, -0.96, -2.25], [0.30, 2.73, -2.14], [-4.28, 0.86, 1.44], [3.78, 0.73, 0.87], [3.86, 2.81, 0.12], [1.47, 4.06, 1.20], [-1.64, 1.30, 2.04], [0.35, 0.06, 1.33], [4.86, 2.60, 1.35], [2.49, -0.92, 2.59], [1.54, 0.51, -1.02], [-1.15, 0.71, -0.38], [3.54, -0.15, 1.04], [-0.58, -1.70, -0.74], [-2.28, -4.12, 1.03], [-1.98, 1.74, -3.34], [-0.75, -5.41, -0.91], [1.42, 3.57, 0.38], [0.85, -1.67, 1.11], [3.96, 2.40, 1.05], [-1.05, 0.34, -1.26], [2.10, 3.20, -1.80], [2.99, 4.55, -1.41], [-1.90, 3.10, -0.19], [3.34, -4.57, -0.14], [2.22, -1.16, -3.50], [-2.64, -0.83, -2.15], [2.22, 0.79, 2.27], [-1.68, 2.24, 1.58], [-2.64, 0.23, 3.48], [-4.66, 0.06, 1.85], [-2.06, 0.74, -3.45], [2.05, -4.30, 0.55], [2.36, -0.17, 1.81], [-0.13, -0.81, -1.21], [1.18, -0.42, -0.56], [-1.65, 4.70, -0.22], [-2.67, -4.73, 1.67], [-3.13, -2.05, 2.23], [-1.54, -4.50, 0.52], [1.14, -0.61, 0.96], [2.09, 3.80, 1.83], [2.64, -1.25, -2.65], [-0.38, -5.59, -0.06], [-3.06, 0.70, -1.72], [-1.62, -0.83, 2.97], [-1.73, 0.04, 3.49], [0.53, -5.82, -0.22], [2.57, -0.38, -3.94], [-1.39, 0.22, -4.03], [-1.20, 2.81, 2.15], [0.05, 2.00, -1.51], [-1.80, 3.87, -0.78], [-2.20, 0.17, -2.13], [-3.46, -2.82, 2.64], [-5.00, -0.36, 1.04], [2.82, 3.60, -1.30]],
  "lowdin_charge": [0.003, 0.080, -0.071, 0.025, 0.087, -0.088, 0.030, -0.021, 0.069, -0.044, 0.065, 0.090, 0.076, 0.110, 0.115, 0.044, -0.078, 0.116, -0.070, 0.059, 0.060, 0.001, 0.112, -0.070, -0.059, 0.006, 0.078, -0.002, 0.049, -0.041, 0.113, 0.104, -0.099, 0.005, -0.075, 0.021, 0.061, -0.235, -0.203, -0.203, 0.093, 0.059, -0.070, -0.005, -0.158, -0.010, 0.008, -0.031, 0.108, 0.064, -0.075, 0.028, 0.046, 0.074, 0.026, 0.028, -0.098, -0.316, 0.025, 0.050, -0.072],
  "multiplicity": 1,
  "homo_lumo_gap_ev": 9.13,
  "molar_mass_g_mol": 352.38,
  "e_homo_ev": -8.9542
}

Arrangement x

{
  "formula": "C5H40N2O14",
  "method": "wB97M-V/def2-TZVPD",
  "symbols": ["C", "H", "H", "H", "H", "H", "C", "H", "H", "C", "H", "H", "H", "C", "H", "H", "H", "O", "H", "O", "H", "O", "N", "H", "H", "O", "H", "H", "H", "H", "H", "H", "H", "H", "H", "H", "O", "N", "O", "H", "O", "H", "O", "H", "H", "O", "O", "H", "H", "O", "C", "O", "H", "H", "O", "H", "H", "O", "H", "H", "H"],
  "positions_angstrom": [[-0.03, -0.16, -1.36], [-1.73, -0.78, -2.32], [-0.21, -1.35, 1.59], [0.84, 1.22, 1.91], [2.55, 2.35, -2.09], [-3.87, 1.54, -2.86], [0.81, -0.30, -2.70], [-1.21, 1.79, 3.10], [-1.43, 3.28, -0.81], [0.83, -0.75, -0.21], [-0.83, 3.13, 3.60], [2.22, 0.73, -3.96], [-4.56, -0.59, 0.56], [2.07, 0.61, -2.90], [2.25, 0.14, 1.88], [1.50, -4.65, 1.70], [-2.91, -2.49, 1.26], [2.67, -2.81, -0.90], [0.58, 4.42, -1.63], [0.85, -4.47, -0.20], [-4.12, 3.45, -0.07], [3.57, -2.14, 1.53], [-1.20, -1.01, -1.53], [-1.61, 0.34, 0.85], [-3.36, -0.28, 1.37], [1.76, 1.84, -2.28], [1.78, -0.31, -0.33], [1.05, -0.06, 3.09], [2.07, 2.56, 1.13], [1.38, 4.39, -0.36], [2.08, 1.99, -0.52], [2.82, -2.68, 0.08], [-0.04, -4.13, -0.56], [0.97, -1.40, -2.72], [3.59, -1.29, 1.89], [1.36, -3.87, -0.75], [1.39, 4.86, -1.18], [0.26, -0.57, 1.14], [-2.12, -2.93, 1.65], [-4.35, 1.12, -1.45], [-0.56, 2.26, 3.59], [3.48, -3.08, -1.32], [-3.62, -0.82, 0.66], [-2.48, -3.17, 2.54], [-0.33, 2.20, -0.93], [1.72, -3.96, 2.35], [-0.55, 3.02, -0.48], [2.94, 0.18, -2.46], [0.86, -3.62, 2.58], [2.50, 2.42, 0.26], [1.19, 0.09, 2.04], [-4.15, 2.53, -0.28], [-3.61, 2.13, 0.42], [-0.13, 0.89, -1.16], [-4.06, 0.71, -2.31], [-1.81, -0.87, -0.74], [-1.06, 1.67, 1.19], [-1.85, 1.16, 1.33], [0.09, 0.04, -3.44], [0.89, -1.83, -0.42], [2.87, -2.70, 1.95]],
  "lowdin_charge": [-0.365, 0.045, 0.091, 0.074, 0.092, 0.077, -0.091, -0.013, 0.071, -0.169, -0.001, 0.108, 0.090, -0.201, 0.052, 0.046, 0.011, -0.087, 0.062, -0.101, 0.045, -0.044, 0.097, 0.024, 0.004, -0.093, 0.095, 0.074, 0.055, -0.026, -0.004, 0.035, 0.095, 0.128, 0.005, -0.039, -0.105, -0.084, -0.090, -0.010, -0.007, 0.058, -0.029, 0.060, 0.000, -0.047, -0.054, 0.111, 0.042, -0.080, -0.121, -0.047, 0.029, 0.073, -0.122, 0.032, 0.005, -0.082, 0.105, 0.093, 0.026],
  "multiplicity": 1,
  "homo_lumo_gap_ev": 8.49,
  "molar_mass_g_mol": 352.38,
  "e_homo_ev": -8.6610
}

Energy ordering: arrangement w at the bottom, the next structure 0.596 eV above.

Arrangement w

{
  "formula": "C3H3NOS",
  "method": "wB97M-V/def2-TZVPD",
  "symbols": ["S", "H", "H", "C", "O", "N", "C", "C", "H"],
  "positions_angstrom": [[1.29, 0.12, -1.26], [1.73, -0.89, -0.55], [-1.28, -1.20, 0.76], [0.02, 0.37, -0.17], [0.58, -1.79, 0.65], [-1.74, 2.07, -0.84], [-0.99, 1.28, -0.51], [-0.23, -0.92, 0.56], [0.62, 0.97, 1.36]],
  "lowdin_charge": [0.886, -0.109, 0.141, -0.707, 0.010, 0.189, -0.310, -0.361, 0.261],
  "multiplicity": 1,
  "homo_lumo_gap_ev": 8.44,
  "molar_mass_g_mol": 101.13,
  "e_homo_ev": -9.6413
}

Arrangement x

{
  "formula": "C3H3NOS",
  "method": "wB97M-V/def2-TZVPD",
  "symbols": ["S", "H", "H", "C", "O", "N", "H", "C", "C"],
  "positions_angstrom": [[1.94, -0.22, 0.00], [-0.32, -1.06, -0.58], [-0.37, -0.25, 1.05], [2.22, 1.36, 0.04], [2.66, 2.44, -0.02], [4.79, -1.40, 0.08], [-0.22, 0.73, -0.44], [0.07, -0.13, -0.02], [4.18, -0.45, -0.11]],
  "lowdin_charge": [0.977, 0.081, 0.079, -0.460, 0.220, -0.084, -0.036, -0.308, -0.470],
  "multiplicity": 1,
  "homo_lumo_gap_ev": 7.59,
  "molar_mass_g_mol": 101.13,
  "e_homo_ev": -9.2935
}

Arrangement y

{
  "formula": "C3H3NOS",
  "method": "wB97M-V/def2-TZVPD",
  "symbols": ["H", "H", "C", "O", "C", "C", "H", "N", "S"],
  "positions_angstrom": [[0.76, 0.92, 0.96], [-1.69, 1.27, 0.01], [-1.15, 0.39, -0.07], [2.17, -0.97, 0.06], [0.35, 0.65, -0.04], [1.04, -0.72, -0.11], [0.65, 1.24, -0.86], [-1.67, -0.82, 0.12], [-0.44, -1.98, -0.06]],
  "lowdin_charge": [0.152, 0.076, -0.231, 0.063, -0.128, -0.596, 0.103, -0.314, 0.874],
  "multiplicity": 1,
  "homo_lumo_gap_ev": 9.46,
  "molar_mass_g_mol": 101.13,
  "e_homo_ev": -9.1732
}

Energy ordering: arrangement y at the bottom, the next structure 2.506 eV above.

Arrangement w

{
  "formula": "C3H3NOS",
  "method": "wB97M-V/def2-TZVPD",
  "symbols": ["O", "H", "H", "C", "N", "S", "H", "C", "C"],
  "positions_angstrom": [[0.06, -2.42, -1.48], [-1.93, -1.06, 0.61], [0.09, 2.11, 0.27], [-0.36, -1.67, -0.70], [-0.56, 0.37, 0.68], [1.67, 0.90, -1.08], [1.35, 1.36, 1.20], [-0.86, -0.78, 0.19], [0.53, 1.18, 0.31]],
  "lowdin_charge": [0.185, 0.164, 0.028, -0.127, -0.044, 0.595, 0.135, -0.239, -0.697],
  "multiplicity": 1,
  "homo_lumo_gap_ev": [8.86, 5.86],
  "molar_mass_g_mol": 101.13,
  "e_homo_ev": [-9.5158, -7.8995]
}

Arrangement x

{
  "formula": "C3H3NOS",
  "method": "wB97M-V/def2-TZVPD",
  "symbols": ["H", "N", "O", "C", "S", "C", "H", "C", "H"],
  "positions_angstrom": [[1.44, -1.76, 0.64], [-0.20, 0.42, -1.12], [-0.03, -0.28, 0.94], [-0.58, 0.61, 0.08], [-1.75, 1.86, 0.60], [0.83, -0.51, -1.06], [-1.81, 1.49, 1.84], [0.84, -1.01, 0.15], [1.26, -0.82, -2.06]],
  "lowdin_charge": [0.123, 0.058, -0.004, -0.742, 0.851, -0.141, -0.164, -0.119, 0.138],
  "multiplicity": 1,
  "homo_lumo_gap_ev": 9.70,
  "molar_mass_g_mol": 101.13,
  "e_homo_ev": -8.9931
}

Energy ordering: arrangement x at the bottom, the next structure 3.305 eV above.

Arrangement w

{
  "formula": "C3H3NOS",
  "method": "wB97M-V/def2-TZVPD",
  "symbols": ["C", "C", "C", "S", "H", "H", "H", "O", "N"],
  "positions_angstrom": [[-0.16, -0.77, 1.38], [1.47, 0.14, -1.23], [0.64, -0.60, -1.68], [-2.11, 1.11, 1.34], [-0.09, -1.25, -2.05], [-1.81, 2.00, 0.38], [2.22, 0.78, -0.88], [0.51, -1.70, 1.52], [-0.67, 0.30, 1.21]],
  "lowdin_charge": [-0.461, 0.005, 0.004, 0.748, 0.018, -0.139, 0.018, 0.155, -0.347],
  "multiplicity": 1,
  "homo_lumo_gap_ev": 9.73,
  "molar_mass_g_mol": 101.13,
  "e_homo_ev": -9.1151
}

Arrangement x

{
  "formula": "C3H3NOS",
  "method": "wB97M-V/def2-TZVPD",
  "symbols": ["H", "H", "O", "N", "C", "H", "C", "S", "C"],
  "positions_angstrom": [[-1.41, 0.61, -1.12], [-0.32, -2.11, -1.29], [-0.93, 1.99, 0.27], [2.72, 0.69, 0.00], [-1.00, 0.87, -0.21], [-0.06, -0.07, 1.55], [-0.29, -0.25, 0.46], [-0.42, -1.98, 0.15], [1.71, 0.26, 0.19]],
  "lowdin_charge": [0.097, -0.050, 0.083, 0.036, -0.294, 0.093, -0.533, 0.740, -0.172],
  "multiplicity": 1,
  "homo_lumo_gap_ev": 8.94,
  "molar_mass_g_mol": 101.13,
  "e_homo_ev": -10.5177
}

Energy ordering: arrangement w at the bottom, the next structure 0.781 eV above.